Here is 2 unconnected molecules or ions with the total composition C3H10N2O2 in a non-equilibrium geometry from OMol25. Energies are from the ωB97M-V functional and the def2-TZVPD basis.

Gap between HOMO and LUMO = 10.29 eV
Electronic energy = -10347.8238 eV
Charge = 0
SMILES = CC(N)=O.NCO
Multiplicity = 1
LUMO energy = 0.8 eV
Energy relative to the best compared isomer or geometry (same formula, charge and spin) = 38.4 kcal/mol
HOMO = -9.442 eV

Last column: Mulliken charge in e.
Geometry (Å):
C1 -1.433 1.582 -0.347  -0.955
C2 -1.166 0.288 -1.060  0.616
N1 0.088 0.245 -1.757  -0.556
O1 -1.959 -0.635 -1.176  -0.619
H1 -1.859 1.360 0.633  0.267
H2 -0.522 2.165 -0.196  0.349
H3 -2.132 2.178 -0.941  0.305
H4 0.156 -0.473 -2.466  0.214
H5 0.772 0.979 -1.615  0.231
N2 1.764 -0.052 1.168  -0.658
C3 0.566 -0.840 1.026  -0.029
O2 0.864 -2.192 1.293  -0.567
H6 2.488 -0.520 0.625  0.274
H7 2.079 -0.123 2.134  0.232
H8 -0.182 -0.494 1.746  0.367
H9 0.436 -0.784 -0.184  0.220
H10 0.041 -2.684 1.117  0.309